# 1
A cluster of 2 separate species, C3H11N in total, computed with ωB97M-V/def2-TZVPD.

Spin multiplicity ... 2
Total charge ... +1
HOMO energy (alpha / beta) ... -14.3047 / -14.3046 eV
Calculated total energy ... -4769.61902 eV

Cartesian coordinates (Å):
C (2.28455, 1.51445, -0.13355)
C (3.02967, 0.29414, -0.66673)
H (2.94408, 2.35724, -0.09716)
H (1.45803, 1.82647, -0.77640)
H (1.86322, 1.34607, 0.85228)
H (3.96935, 0.16277, -0.12743)
H (3.22775, 0.43096, -1.72770)
H (2.51205, -0.64874, -0.48210)
C (-2.52074, -0.35583, 0.86962)
N (-2.85387, -1.43184, -0.02363)
H (-1.74282, 0.24906, 0.38287)
H (-3.36279, 0.33853, 1.00046)
H (-2.18548, -0.76898, 1.81605)
H (-2.51767, -2.38899, 0.14300)
H (-2.50883, -1.25936, -0.97831)

=====

# 2
The molecule C16H18N2O3, computed with ωB97M-V/def2-TZVPD.

SMILES string ... COc1ccc(CCNC(=O)c2cccnc2)cc1OC
HOMO energy ... -8.0078 eV
Calculated total energy ... -26006.43631 eV

Cartesian coordinates (Å):
C (-5.96656, -0.73521, -1.92882)
O (-5.32624, 0.31312, -1.24700)
C (-4.05665, 0.10837, -0.79614)
C (-3.33193, -1.06065, -0.94631)
C (-2.04157, -1.16260, -0.44553)
C (-1.45637, -0.10087, 0.21607)
C (-2.17840, 1.08098, 0.36750)
C (-3.46555, 1.20135, -0.12406)
O (-4.24525, 2.31451, -0.01768)
C (-3.71909, 3.43804, 0.63971)
H (-2.82759, 3.82332, 0.13253)
H (-3.47511, 3.21843, 1.68495)
H (-4.50391, 4.19212, 0.60603)
H (-1.71622, 1.90775, 0.88448)
C (-0.04490, -0.19663, 0.72082)
H (0.16463, -1.21401, 1.05596)
H (0.10345, 0.48346, 1.56330)
C (0.94276, 0.15915, -0.40087)
N (2.31661, 0.04066, 0.02626)
C (3.09018, -1.01919, -0.31616)
O (2.72106, -1.89633, -1.07010)
C (4.44937, -1.01830, 0.30247)
C (5.18314, 0.13894, 0.54563)
C (6.44481, 0.02402, 1.10516)
C (6.92363, -1.24461, 1.39895)
N (6.23972, -2.35111, 1.16210)
C (5.04191, -2.24002, 0.62314)
H (4.51039, -3.16218, 0.43083)
H (7.90300, -1.38525, 1.83702)
H (7.04605, 0.89835, 1.30152)
H (4.79193, 1.11107, 0.27747)
H (2.62773, 0.66170, 0.75626)
H (0.81275, -0.53066, -1.23713)
H (0.75929, 1.18062, -0.74837)
H (-1.49443, -2.08377, -0.57528)
H (-3.76170, -1.90844, -1.45496)
H (-6.95067, -0.35327, -2.19598)
H (-5.42731, -1.01329, -2.84073)
H (-6.08294, -1.61955, -1.29303)

=====

# 3
A structure of composition C34H38Cl4HgN9O2S, computed with ωB97M-V/def2-TZVPD.

Spin multiplicity ... 2
Total charge ... -2
HOMO energy (alpha / beta) ... -0.1949 / -1.3441 eV
Calculated total energy ... -118482.36671 eV

Cartesian coordinates (Å):
Hg (-0.00885, 0.20667, -0.80644)
C (-0.13965, -3.22001, 2.38125)
N (-0.34534, -1.98320, 3.09087)
C (-0.54615, -2.14998, 4.51141)
C (-0.99887, -0.96258, 2.40070)
N (-1.62682, -1.08058, 1.30045)
N (-0.89428, 0.25289, 3.08625)
C (-1.15272, 1.51138, 2.51040)
N (-1.24951, 2.47574, 3.52819)
N (-1.20882, 1.72261, 1.27119)
H (0.62420, -3.79917, 2.90258)
H (0.22564, -3.01612, 1.37879)
H (-1.05349, -3.83451, 2.31626)
H (0.33690, -2.62005, 4.95111)
H (-1.41809, -2.78907, 4.72906)
H (-0.70194, -1.19452, 5.00384)
H (-1.65334, -2.05186, 1.00316)
H (-0.02158, 0.29270, 3.60339)
H (-1.78174, 2.15915, 4.32464)
H (-1.55456, 3.37530, 3.18924)
H (-1.48575, 2.67104, 1.02919)
Cl (6.68910, 2.12139, 1.13702)
C (5.07121, 1.47552, 1.15587)
C (4.52533, 1.00411, 2.32655)
Cl (5.43917, 1.03298, 3.80860)
C (3.21496, 0.48750, 2.31107)
Cl (2.51315, -0.12405, 3.79739)
C (2.42728, 0.42875, 1.16051)
O (1.23117, -0.04448, 1.14871)
C (3.01204, 0.92465, -0.08793)
O (2.31903, 0.86589, -1.16462)
C (4.31470, 1.43243, -0.02985)
Cl (4.99374, 2.02975, -1.52194)
N (-2.68918, -3.73164, -1.79059)
C (-4.00051, -3.27072, -1.62732)
C (-4.93234, -3.98185, -0.87800)
C (-6.24764, -3.54442, -0.79003)
C (-6.63542, -2.36951, -1.42001)
C (-5.69670, -1.63389, -2.13370)
C (-4.39135, -2.08700, -2.26295)
S (-3.17261, -1.23743, -3.18999)
N (-1.77482, -1.58747, -2.33098)
C (-1.62770, -2.77315, -1.80459)
C (-0.38407, -3.14395, -1.21992)
C (-0.04004, -4.49033, -0.90392)
C (1.22363, -4.79810, -0.48542)
C (2.18374, -3.76886, -0.35529)
C (1.77680, -2.47553, -0.63377)
N (0.55371, -2.14025, -1.03522)
H (-2.48766, -4.50836, -1.18041)
H (-4.62251, -4.88937, -0.36952)
H (-6.96303, -4.11504, -0.21000)
H (-7.65356, -2.01088, -1.33342)
H (-5.96571, -0.68785, -2.58908)
H (-0.75103, -5.29469, -1.05376)
H (1.48398, -5.82906, -0.27139)
H (3.19574, -3.96298, -0.02989)
H (2.46489, -1.64629, -0.52212)
C (-4.33294, 5.31056, -1.29091)
C (-3.91455, 3.87504, -1.08182)
C (-4.67398, 3.03039, -0.28528)
C (-4.26143, 1.70317, -0.10836)
C (-5.01784, 0.76762, 0.80160)
C (-3.12769, 1.24722, -0.73941)
C (-2.30793, 2.07459, -1.54499)
C (-2.74992, 3.41158, -1.68857)
N (-1.16642, 1.53836, -2.06529)
C (-0.47324, 2.12568, -3.21383)
C (0.43200, 3.30508, -2.82811)
C (-1.45601, 2.50053, -4.33760)
C (0.42918, 1.03046, -3.80344)
H (-5.16887, 5.57411, -0.63998)
H (-4.64530, 5.48578, -2.32436)
H (-3.50992, 5.99874, -1.08178)
H (-5.57142, 3.39682, 0.20547)
H (-5.84922, 1.27928, 1.29299)
H (-4.34871, 0.36384, 1.56564)
H (-5.41850, -0.08627, 0.25058)
H (-2.79995, 0.23060, -0.55754)
H (-2.15793, 4.12483, -2.24468)
H (-0.11573, 4.12087, -2.35437)
H (0.93855, 3.70195, -3.71481)
H (1.19533, 2.95037, -2.13129)
H (-2.10049, 3.34484, -4.10467)
H (-2.09409, 1.63792, -4.54485)
H (-0.89222, 2.74631, -5.24136)
H (1.22513, 0.75839, -3.10882)
H (0.90237, 1.39058, -4.72182)
H (-0.16471, 0.14210, -4.02868)

=====

# 4
A structure of composition C7H15AlCl2FO3STi, computed with ωB97M-V/def2-TZVPD.

Spin multiplicity ... 2
Total charge ... +2
HOMO energy (alpha / beta) ... -14.7252 / -15.7731 eV
Calculated total energy ... -81930.50261 eV

Cartesian coordinates (Å):
C (-2.43832, -1.04235, 2.65904)
O (-1.07677, -1.43520, 2.74761)
C (-0.32340, -0.99360, 1.60373)
C (-0.33146, 0.58356, 1.61195)
C (0.91749, 1.25986, 0.93161)
Al (1.58768, 0.39878, -0.80141)
C (0.15338, -0.15412, -2.15738)
Cl (-0.16374, -1.99682, -2.07148)
C (-1.17493, 0.69334, -2.14406)
C (-1.00382, 2.19312, -1.70267)
Cl (-2.53333, -0.10838, -1.21444)
S (3.04249, -1.37741, -0.34219)
O (3.95099, -1.72987, -1.53744)
O (2.29243, -2.65317, 0.01187)
F (3.88970, -0.98230, 1.00552)
H (-3.11064, -1.77322, 3.17461)
H (-2.61841, -0.04076, 3.14430)
H (-2.81140, -0.95494, 1.61045)
H (0.71889, -1.35491, 1.75938)
H (-0.83494, -1.44132, 0.71825)
H (-1.24417, 1.04338, 1.17646)
H (-0.30826, 0.89335, 2.69294)
H (0.64593, 2.32405, 0.72295)
H (1.77006, 1.26522, 1.66050)
H (2.51052, 1.48565, -1.53119)
H (0.60416, -0.00688, -3.17548)
H (-1.54436, 0.71210, -3.20087)
H (0.03879, 2.57757, -1.74340)
H (-1.50210, 2.33294, -0.71722)
H (-1.59281, 2.80932, -2.42790)
Ti (2.49035, -2.52699, -2.46401)

=====

# 5
The molecule C6H12O, computed with ωB97M-V/def2-TZVPD.

SMILES string ... C=C(C)CCCO
HOMO energy ... -9.2066 eV
Calculated total energy ... -8462.61033 eV

Cartesian coordinates (Å):
C (-0.56028, -1.87730, 1.26355)
O (-0.81641, -0.80803, 2.15910)
C (-0.49975, -1.39419, -0.20981)
C (-0.73116, 0.05853, -0.54105)
C (0.40598, 1.02164, -0.30349)
C (0.52304, 1.79008, 0.77145)
C (1.30273, 1.28343, -1.50315)
H (-1.11346, -2.81985, 1.30328)
H (0.41663, -2.22744, 1.58918)
H (-1.56681, -0.29361, 1.86522)
H (0.50118, -1.65401, -0.57679)
H (-1.10325, -2.05230, -0.85108)
H (-0.78800, 0.02771, -1.64482)
H (-1.69126, 0.51643, -0.27613)
H (-0.01339, 1.69330, 1.70536)
H (1.28896, 2.55812, 0.79339)
H (2.16696, 1.91458, -1.29745)
H (0.69775, 1.87854, -2.19285)
H (1.58056, 0.38441, -2.05391)

=====

# 6
A cluster of 2 separate species, C2H15NSi4 in total, computed with ωB97M-V/def2-TZVPD.

HOMO energy (alpha / beta) ... -7.1126 / -6.7553 eV
Calculated total energy ... -35314.92261 eV

Cartesian coordinates (Å):
C (1.17513, -1.11835, -2.83702)
C (0.89058, -2.98344, -0.26242)
N (-0.18293, 2.01487, 1.20169)
Si (1.51202, 1.77129, 0.73867)
Si (-0.65321, 2.87881, 2.68640)
Si (-1.51040, 1.35667, 0.17411)
Si (0.04647, -1.91387, -1.57623)
H (0.76496, -0.64355, -3.71758)
H (1.72025, -0.47809, -2.24964)
H (1.90303, -1.89590, -3.09946)
H (0.21672, -3.22971, 0.54864)
H (1.01194, -4.00446, -0.77970)
H (1.84105, -2.54692, 0.07290)
H (2.35883, 1.25571, 1.76975)
H (1.31461, 0.89945, -0.37246)
H (2.12600, 2.92013, 0.14464)
H (-2.05124, 3.35670, 2.46142)
H (-0.80147, 1.92775, 3.75048)
H (0.10325, 3.99912, 3.10118)
H (-2.71701, 1.06236, 1.03444)
H (-1.68539, 2.23712, -1.10984)
H (-1.14019, -2.79228, -1.83592)